The following is a quantum chemistry calculation of the ion C6H11N2O with charge +1, from OMol25.

As for the net charge: +1. The calculation puts the energy above the lowest of the compared OMol25 structures with the same formula, charge and spin at 44.3 kcal per mole. Its orbital gap is 9.7 eV. As for the SMILES: CC[C@]1(C)[NH+]=CNC1=O.

Geometry (Å):
1 C -1.047 -0.818 -1.562
2 C -1.357 -0.437 -0.090
3 C -0.158 0.082 0.575
4 C -0.246 0.119 2.107
5 N 0.222 1.391 -0.020
6 C 1.324 1.261 -0.702
7 N 1.947 0.131 -0.569
8 C 1.397 -0.781 0.251
9 O 1.693 -1.868 0.699
10 H -1.006 0.017 -2.328
11 H -2.012 -1.272 -1.960
12 H -0.158 -1.346 -1.682
13 H -1.532 -1.366 0.598
14 H -2.177 0.259 -0.124
15 H -0.948 -0.628 2.414
16 H -0.695 1.103 2.334
17 H 0.705 -0.040 2.673
18 H -0.306 2.268 0.127
19 H 1.687 1.956 -1.490
20 H 2.666 -0.031 -1.251

These are the Mulliken partial charges, in e, on atoms 1 to 8: -1.280, -0.452, 0.904, -1.309, -0.110, -0.248, 0.071, 0.089



The following is a quantum chemistry calculation of an isolated molecule of C11H20N2S, from OMol25.

As for the net charge: 0. The calculation puts the energy above the lowest of the compared OMol25 structures with the same formula, charge and spin at 103.3 kcal per mole. Its orbital gap is 8.6 eV. As for the SMILES: [H]/N=c1\sn(C(C)(C)C)cc1CCCC.

Geometry (Å):
1 H 2.264 1.997 2.431
2 N 2.192 1.695 1.478
3 C 1.399 0.705 1.387
4 S 0.352 -0.008 2.705
5 N -0.168 -1.346 1.834
6 C -1.586 -1.641 1.769
7 C -2.540 -0.475 1.250
8 C -1.978 -2.929 1.105
9 C -2.062 -1.596 3.240
10 C 0.503 -1.262 0.296
11 C 1.227 -0.139 0.204
12 C 1.968 0.340 -1.075
13 C 1.177 1.416 -1.788
14 C 1.941 1.789 -3.089
15 C 1.231 2.912 -3.891
16 H -2.466 0.493 1.730
17 H -2.276 -0.223 0.183
18 H -3.543 -0.687 1.360
19 H -1.405 -3.684 1.500
20 H -1.661 -2.977 0.076
21 H -2.955 -3.219 1.373
22 H -1.678 -2.482 3.814
23 H -1.844 -0.675 3.572
24 H -3.153 -1.882 3.199
25 H 0.328 -2.064 -0.457
26 H 2.093 -0.510 -1.701
27 H 2.981 0.876 -0.754
28 H 0.218 1.205 -2.018
29 H 1.161 2.166 -1.100
30 H 2.163 0.758 -3.613
31 H 2.866 2.054 -2.730
32 H 0.923 3.672 -3.193
33 H 0.486 2.355 -4.525
34 H 1.843 3.366 -4.574

These are the Mulliken partial charges, in e, on atoms 1 to 8: 0.252, -0.703, 0.646, -0.135, -0.138, 1.320, -1.482, -1.749



The following is a quantum chemistry calculation of an isolated molecule of C4H2O2, from OMol25.

As for the net charge: 0. The calculation puts the energy above the lowest of the compared OMol25 structures with the same formula, charge and spin at 82.3 kcal per mole. Its orbital gap (alpha / beta) is 7.8 / 7.1 eV.

Geometry (Å):
1 C -0.067 -1.740 -0.404
2 C 0.662 0.522 -0.248
3 C 0.995 1.744 -0.399
4 C -0.307 -0.433 0.073
5 O 1.650 2.707 -0.393
6 O -1.485 0.011 0.526
7 H 0.709 -2.216 0.011
8 H -2.157 -0.596 0.835

Here is what Mulliken gives for the atomic charges, in e: -0.526, -0.657, 0.517, 0.836, -0.394, -0.420, 0.312, 0.332



The following is a quantum chemistry calculation of an isolated molecule of C16H11ClO4S2, from OMol25.

As for the net charge: 0. The calculation puts the energy above the lowest of the compared OMol25 structures with the same formula, charge and spin at 3.6 kcal per mole. Its orbital gap is 8.7 eV. As for the SMILES: CS(=O)(=O)c1ccc(-c2occ(Cl)c(=O)c2-c2ccsc2)cc1.

Geometry (Å):
1 C -0.671 -3.356 -4.246
2 S -1.301 -3.073 -2.606
3 O -2.722 -2.808 -2.938
4 O -1.130 -4.314 -1.798
5 C -0.467 -1.552 -1.861
6 C 0.735 -1.671 -1.229
7 C 1.128 -0.590 -0.382
8 C 0.436 0.595 -0.417
9 C 0.944 1.680 0.435
10 O 1.356 2.785 -0.294
11 C 1.737 4.011 0.313
12 C 1.722 4.007 1.633
13 Cl 2.418 5.459 2.468
14 C 1.370 2.833 2.501
15 O 1.635 2.847 3.708
16 C 0.806 1.717 1.771
17 C 0.123 0.631 2.584
18 C -1.315 0.353 2.350
19 C -1.837 -0.709 3.113
20 S -0.582 -1.332 4.083
21 C 0.548 -0.083 3.666
22 C -0.806 0.684 -1.134
23 C -1.265 -0.414 -1.785
24 H 0.374 -3.166 -4.196
25 H -1.008 -2.708 -5.047
26 H -0.766 -4.476 -4.387
27 H 1.407 -2.530 -1.372
28 H 1.986 -0.658 0.171
29 H 1.921 4.888 -0.322
30 H -1.784 0.788 1.525
31 H -2.848 -1.117 3.126
32 H 1.413 0.193 4.141
33 H -1.324 1.636 -1.210
34 H -2.233 -0.553 -2.366

These are the Mulliken partial charges, in e, on atoms 1 to 8: -0.991, 1.299, -0.687, -0.649, 0.270, -0.725, -0.473, 0.160



The following is a quantum chemistry calculation of a structure of composition C3H6O4Zn, from OMol25.

As for the net charge: +1. The calculation puts the energy above the lowest of the compared OMol25 structures with the same formula, charge and spin at 39.9 kcal per mole. The spin multiplicity is 2. Its expectation value of S² is 0.7531. Its orbital gap (alpha / beta) is 8.0 / 9.4 eV.

Geometry (Å):
1 O 0.096 -1.015 0.288
2 C -0.897 -0.115 0.292
3 O -2.038 -0.262 0.013
4 O -0.244 1.062 0.464
5 C -0.729 2.244 -0.092
6 H -1.692 2.177 -0.591
7 H -0.365 3.113 0.448
8 C -0.206 -2.400 -0.001
9 H -0.905 -2.767 0.755
10 H -0.629 -2.469 -1.007
11 H 0.750 -2.923 0.059
12 O 2.766 1.144 -0.382
13 H 2.434 2.010 -0.842
14 Zn 1.657 0.202 0.596

These are the Mulliken partial charges, in e, on atoms 1 to 8: -0.409, 0.977, -0.389, -0.150, -0.485, 0.354, 0.311, -0.543



The following is a quantum chemistry calculation of a cluster of 2 separate species, C5H13N3O in total, from OMol25.

As for the net charge: 0. The calculation puts the energy above the lowest of the compared OMol25 structures with the same formula, charge and spin at 88.9 kcal per mole. Its orbital gap is 8.6 eV.

Geometry (Å):
1 C 1.031 0.358 -0.366
2 C 0.898 1.280 -1.533
3 C 0.889 -1.041 -0.552
4 C 1.792 0.860 0.818
5 N -1.674 -1.101 0.402
6 C -1.227 0.052 1.249
7 N -2.503 -0.777 -0.723
8 O -0.893 1.025 0.503
9 N -0.999 -0.120 2.499
10 H -2.106 -1.850 0.935
11 H -2.536 0.241 -0.754
12 H -1.998 -1.060 -1.560
13 H -1.360 -1.007 2.842
14 H 0.513 2.245 -1.211
15 H 0.247 0.871 -2.303
16 H 1.894 1.428 -1.968
17 H 1.541 -1.668 0.053
18 H -0.272 -1.294 -0.083
19 H 0.782 -1.379 -1.581
20 H 1.504 0.318 1.719
21 H 1.616 1.920 0.981
22 H 2.860 0.698 0.634

These are the Mulliken partial charges, in e, on atoms 1 to 8: 1.403, -1.413, -1.185, -1.357, -0.122, 0.660, -0.706, -0.699



The following is a quantum chemistry calculation of a cluster of 2 separate species, ClH2NS in total, from OMol25.

As for the net charge: 0. The calculation puts the energy above the lowest of the compared OMol25 structures with the same formula, charge and spin at 61.2 kcal per mole. Its orbital gap (alpha / beta) is 6.7 / 8.1 eV.

Geometry (Å):
1 N 0.022 1.115 -0.723
2 S -0.012 -2.928 1.643
3 Cl -0.481 -1.504 0.412
4 H 0.203 1.809 -1.425
5 H 0.268 1.507 0.093

Here is what Mulliken gives for the atomic charges, in e: -0.402, -0.035, 0.012, 0.209, 0.216